[1]
{
  "formula": "C16H40AlB2O8S4",
  "method": "wB97M-V/def2-TZVPD",
  "elements": ["Al", "B", "H", "H", "H", "H", "B", "H", "H", "H", "H", "C", "C", "C", "S", "O", "O", "C", "H", "H", "H", "H", "H", "H", "H", "H", "C", "C", "C", "S", "O", "O", "C", "H", "H", "H", "H", "H", "H", "H", "H", "C", "C", "C", "S", "O", "O", "C", "H", "H", "H", "H", "H", "H", "H", "H", "C", "C", "C", "S", "O", "O", "C", "H", "H", "H", "H", "H", "H", "H", "H"],
  "coordinates": [[-1.887, -0.619, -1.428], [0.490, 0.111, 0.230], [-0.247, 0.869, -0.215], [1.471, 0.622, 0.480], [0.050, -0.411, 1.141], [0.585, -0.757, -0.527], [-3.462, 1.740, -1.557], [-3.231, 1.595, -2.661], [-2.482, 1.737, -0.961], [-4.006, 2.720, -1.337], [-4.080, 0.903, -1.065], [3.482, -1.621, -1.401], [4.131, -0.923, -2.623], [3.017, -0.908, -3.657], [1.847, -2.355, -3.293], [1.878, -3.310, -4.385], [0.586, -1.847, -2.764], [2.813, -2.912, -1.832], [2.738, -0.934, -1.000], [4.330, -1.819, -0.746], [5.008, -1.485, -2.943], [4.439, 0.073, -2.309], [3.234, -0.999, -4.719], [2.424, -0.007, -3.503], [3.591, -3.546, -2.261], [2.241, -3.435, -1.070], [-1.804, -4.023, 3.472], [-2.116, -5.427, 2.793], [-1.910, -5.279, 1.254], [-0.659, -4.025, 0.990], [-1.090, -3.123, -0.098], [0.686, -4.529, 0.876], [-0.914, -3.206, 2.563], [-1.466, -4.116, 4.501], [-2.779, -3.546, 3.585], [-3.124, -5.783, 3.003], [-1.547, -6.230, 3.264], [-2.875, -4.855, 0.972], [-1.694, -6.109, 0.584], [-1.124, -2.143, 2.448], [0.099, -3.154, 2.973], [-1.352, 2.994, 3.443], [-0.216, 1.958, 3.385], [-0.914, 0.613, 3.679], [-2.549, 0.629, 2.886], [-3.566, 0.174, 3.795], [-2.424, 0.256, 1.472], [-2.632, 2.409, 2.748], [-1.083, 3.965, 3.027], [-1.535, 3.255, 4.488], [0.679, 2.243, 3.934], [0.130, 1.913, 2.347], [-1.114, 0.616, 4.751], [-0.283, -0.164, 3.253], [-3.626, 2.821, 2.916], [-2.527, 2.683, 1.696], [0.621, 4.919, -1.912], [2.072, 4.438, -1.730], [1.996, 2.934, -1.649], [0.946, 2.504, -3.037], [-0.060, 1.572, -2.567], [1.594, 2.239, -4.333], [0.101, 4.114, -3.102], [0.442, 5.988, -2.027], [0.055, 4.755, -0.989], [2.589, 4.907, -0.895], [2.515, 4.801, -2.662], [1.419, 2.740, -0.745], [2.870, 2.299, -1.782], [-0.969, 3.901, -3.088], [0.171, 4.588, -4.081]],
  "atomic_forces_ev_per_a": [[1.8, 3.0, 1.8], [-1.1, 0.1, 0.1], [-2.0, 2.0, 0.0], [2.0, 1.0, -0.8], [-1.4, -1.1, 1.2], [0.7, -2.7, -1.3], [2.5, -3.1, -0.8], [0.2, 0.0, -2.2], [2.2, 0.5, 1.2], [-1.3, 1.7, 0.7], [-2.1, -1.8, 1.0], [0.8, 0.3, -0.1], [-0.7, -1.0, 0.1], [-1.1, -0.1, -0.2], [1.7, 0.0, 0.3], [-0.3, 0.7, 0.8], [-0.7, 0.2, -0.1], [0.5, 0.3, -1.0], [0.2, -0.1, 0.5], [-0.5, 0.0, 0.6], [0.0, 0.0, -0.1], [0.0, 0.1, -0.3], [0.3, 0.0, 0.1], [-0.3, -0.1, -0.2], [-0.2, -0.3, 0.0], [-0.3, 0.1, -0.2], [-1.8, -0.8, -0.6], [1.1, -0.4, 0.4], [-0.7, 0.2, 0.7], [-0.7, 1.3, -0.4], [-0.2, 0.0, 0.0], [-0.6, -0.2, 0.2], [1.8, 0.5, 0.8], [0.5, -0.2, -0.2], [0.1, 0.3, -0.2], [-0.2, 0.5, -0.2], [0.6, 0.2, -0.3], [0.3, 0.3, -0.7], [0.1, -0.3, 0.5], [-0.7, -0.2, -0.5], [0.1, -0.3, 0.0], [-0.7, 0.5, 0.9], [-1.4, 0.2, -1.9], [0.9, 0.6, 0.3], [0.6, 2.4, -0.7], [0.3, -0.8, -0.5], [-0.4, -1.4, 0.5], [1.0, 1.4, -0.7], [0.0, -0.2, -0.4], [-0.3, -0.3, 0.1], [-0.3, -0.4, 0.6], [0.0, -0.1, -0.1], [0.0, -0.8, 0.0], [-0.4, -0.5, 0.5], [0.1, -0.2, 1.1], [0.3, -0.7, -0.2], [-0.5, -0.1, 0.7], [0.1, 1.5, -1.0], [-0.1, -0.1, -0.4], [-1.3, 1.0, -2.0], [0.0, -1.0, 0.1], [-0.2, 0.2, 2.3], [-0.9, 0.0, -0.2], [0.7, 0.1, -0.5], [-0.2, -0.7, -0.1], [0.0, -0.2, 0.1], [0.8, -0.3, 0.1], [0.1, -0.7, -0.1], [0.3, 0.4, 0.4], [0.0, -0.3, 0.5], [0.9, 0.0, 0.1]],
  "lowdin_charge": [1.4522, -0.3331, -0.0293, 0.0247, -0.0209, 0.0020, -0.3172, -0.0303, -0.0747, 0.0642, -0.0149, -0.2287, -0.1984, -0.1707, 0.7386, -0.3133, -0.4019, -0.1885, 0.0774, 0.1246, 0.1187, 0.1105, 0.1060, 0.0615, 0.1106, 0.0937, -0.1734, -0.1714, -0.2042, 0.7103, -0.4055, -0.2846, -0.2294, 0.1183, 0.1123, 0.1106, 0.1094, 0.1086, 0.1140, 0.0687, 0.1126, -0.1935, -0.1927, -0.2047, 0.7028, -0.2941, -0.3912, -0.1984, 0.1121, 0.1130, 0.1259, 0.0905, 0.1136, 0.0774, 0.1132, 0.0936, -0.2078, -0.2129, -0.2125, 0.7093, -0.3894, -0.3068, -0.2057, 0.1212, 0.1130, 0.1244, 0.1243, 0.0931, 0.1087, 0.1019, 0.1127],
  "charge": 1
}

[2]
{
  "formula": "C16H40BCl3F4N3",
  "method": "wB97M-V/def2-TZVPD",
  "elements": ["N", "H", "H", "H", "H", "C", "C", "C", "N", "C", "C", "C", "C", "C", "H", "H", "H", "H", "H", "H", "H", "H", "H", "H", "H", "H", "H", "H", "H", "H", "H", "H", "C", "C", "C", "N", "C", "C", "C", "C", "C", "H", "H", "H", "H", "H", "H", "H", "H", "H", "H", "H", "H", "H", "H", "H", "H", "H", "H", "Cl", "Cl", "Cl", "B", "F", "F", "F", "F"],
  "coordinates": [[3.064, 0.540, 0.337], [3.583, 0.196, -0.499], [2.673, 1.464, 0.153], [3.572, 0.582, 1.242], [2.197, -0.014, 0.450], [2.267, 1.873, 4.603], [1.287, 1.836, 3.450], [-0.019, 2.607, 3.791], [-1.228, 2.089, 2.994], [-0.925, 2.261, 1.543], [-2.479, 2.824, 3.483], [-3.637, 1.892, 3.152], [-3.080, 0.467, 3.253], [-1.548, 0.608, 3.265], [1.895, 1.240, 5.414], [2.413, 2.899, 4.944], [3.203, 1.388, 4.314], [1.078, 0.782, 3.248], [1.685, 2.281, 2.536], [-0.056, 3.648, 3.463], [-0.302, 2.602, 4.845], [-1.800, 1.978, 0.954], [-0.085, 1.650, 1.219], [-0.697, 3.304, 1.331], [-2.510, 3.790, 2.988], [-2.403, 2.836, 4.569], [-3.912, 2.068, 2.112], [-4.512, 1.961, 3.796], [-3.399, -0.068, 2.361], [-3.393, -0.090, 4.134], [-1.095, 0.034, 2.455], [-0.977, 0.334, 4.149], [-1.489, -5.208, -2.977], [-1.790, -3.735, -3.352], [-0.496, -2.875, -3.201], [-0.694, -1.356, -3.302], [-1.375, -1.079, -4.604], [-1.417, -0.797, -2.094], [-0.782, 0.600, -1.871], [0.528, 0.601, -2.679], [0.728, -0.793, -3.299], [-0.563, -5.586, -3.406], [-2.248, -5.911, -3.319], [-1.539, -5.100, -1.894], [-2.583, -3.289, -2.746], [-2.262, -3.715, -4.337], [0.177, -3.213, -3.992], [0.094, -3.078, -2.307], [-0.665, -1.330, -5.388], [-1.669, -0.032, -4.654], [-2.274, -1.680, -4.710], [-2.477, -0.777, -2.354], [-1.346, -1.511, -1.275], [-1.431, 1.416, -2.189], [-0.687, 0.723, -0.794], [0.564, 1.315, -3.505], [1.402, 0.943, -2.122], [1.087, -0.804, -4.324], [1.300, -1.499, -2.699], [0.448, -1.518, 0.674], [1.854, 3.389, -0.014], [4.859, 0.321, 2.932], [4.792, -1.280, -2.054], [3.838, -2.161, -1.568], [5.952, -1.221, -1.275], [5.086, -1.651, -3.379], [4.219, 0.030, -1.966]],
  "atomic_forces_ev_per_a": [[-1.2, -0.4, 0.0], [0.1, 0.3, 0.7], [0.3, 0.9, -0.3], [0.6, -0.4, 0.0], [0.5, -0.5, 0.1], [-0.1, -0.2, 0.2], [-0.7, 0.5, 0.1], [-0.3, -0.5, -0.9], [-0.2, -0.8, 0.9], [-0.7, 0.5, -0.4], [0.2, -1.1, -0.3], [0.1, -0.2, -0.5], [0.8, 0.0, 0.0], [0.7, 0.3, -0.8], [-0.2, 0.3, 0.2], [0.2, 0.0, 0.2], [0.2, 0.4, -0.2], [-0.2, 0.0, -0.2], [0.2, -0.1, 0.0], [0.8, 0.1, 0.2], [0.1, -0.4, 0.0], [-0.1, -0.1, 0.2], [0.0, 0.0, 0.4], [0.2, 0.0, 0.1], [0.0, 0.1, 0.4], [0.3, 0.6, 0.0], [-0.4, 0.0, 0.1], [0.0, 0.6, -0.1], [0.1, -0.3, 0.2], [-0.2, 0.1, 0.0], [0.1, -0.1, 0.0], [-0.6, 0.0, 0.3], [-0.8, 1.2, 0.4], [0.1, 0.3, -0.3], [-0.7, -0.7, -0.8], [0.4, -2.2, -0.5], [0.0, 0.4, 0.4], [-0.4, 0.4, -0.8], [-0.4, -0.6, 0.1], [1.1, 0.3, -0.4], [-0.8, 0.5, 1.0], [0.3, 0.3, 0.4], [-0.3, 0.3, 0.1], [0.7, -1.2, 0.1], [0.1, -0.4, 0.5], [0.7, 0.3, -0.4], [0.0, 0.5, -0.3], [-0.6, 0.1, 0.5], [-0.1, 0.1, -0.1], [0.3, 0.1, 0.0], [0.1, 0.0, 0.2], [0.0, 0.2, -0.1], [0.7, 0.3, 0.2], [-0.1, -0.1, -0.3], [0.6, -0.1, -0.1], [-0.7, 0.2, 0.0], [-0.1, -0.4, 0.4], [0.1, 0.1, 0.1], [0.3, 0.4, 0.2], [-0.5, 0.3, -0.1], [-0.5, 0.1, 0.0], [-0.2, 0.1, 0.0], [0.8, 0.0, 0.1], [-0.4, -0.4, 0.3], [-0.2, -0.4, -0.2], [-0.1, 0.4, -0.1], [-0.2, 0.2, -0.9]],
  "lowdin_charge": [0.1859, 0.0707, -0.1078, -0.0778, -0.0381, -0.1317, -0.2337, -0.1040, -0.2644, -0.0506, -0.0927, -0.1649, -0.1383, -0.0887, 0.0708, 0.0742, -0.0541, 0.1046, 0.0545, 0.1302, 0.1198, 0.1011, 0.0441, 0.0666, 0.1350, 0.1292, 0.1047, 0.1126, 0.1107, 0.1114, 0.0528, 0.1335, -0.0849, -0.2348, -0.1198, -0.2632, 0.0126, -0.1275, -0.1458, -0.1259, -0.0653, 0.0787, 0.0680, 0.0826, 0.1033, 0.0912, 0.1366, 0.1285, 0.1077, 0.1123, 0.0853, 0.1186, 0.0495, 0.1072, 0.0494, 0.1129, 0.0936, 0.1317, 0.1222, -0.2992, -0.3572, -0.4269, -1.2539, 0.1059, 0.1087, 0.0807, 0.0516],
  "charge": -1
}

| no. | gap between HOMO and LUMO (eV) |
| --- | --- |
| 1 | 3.74 |
| 2 | 5.83 |